No. 1
ORCA calculation (ωB97M-V/def2-TZVPD) on a cluster of 8 separate species, C45H112NO29P7 in total at a distorted geometry.

Summary:
Frontier orbital gap ... 9.6 eV
HOMO ... -9.099 eV
ΔE to the lowest compared entry with this formula, charge and spin ... 2.637 eV

Each line ends with the Mulliken charge.
CARTESIAN COORDINATES (ANGSTROEM)
C1 0.8651 6.5559 2.2688  -0.007
O1 1.6717 6.2830 1.3873  -0.619
N1 1.2691 6.8217 3.5315  0.239
C2 0.2554 7.3569 4.4397  -1.093
C3 2.5985 6.4912 4.0283  -1.177
H1 -0.2076 6.5156 2.0365  0.403
H2 -0.2251 8.2966 4.1716  0.339
H3 0.6436 7.4746 5.4511  0.367
H4 -0.5260 6.5992 4.5545  0.381
H5 2.5500 5.5975 4.6494  0.461
H6 3.3588 6.3134 3.2746  0.299
H7 2.9164 7.3388 4.6348  0.432
C4 -9.0314 -0.6808 -1.3429  -1.311
C5 -8.3192 -0.7467 -0.0044  0.371
O2 -8.1228 -2.0834 0.4320  -0.382
P1 -6.8523 -2.9973 0.0540  0.604
O3 -6.6939 -4.1165 0.9906  -0.739
O4 -6.9527 -3.3514 -1.4774  -0.242
C6 -7.8276 -4.4525 -1.8764  -0.319
C7 -8.8478 -3.9165 -2.8727  -1.087
O5 -5.6001 -1.9900 0.1935  0.042
C8 -4.9729 -1.7417 1.4357  -0.884
C9 -3.6216 -1.1009 1.1436  0.476
H8 -8.5180 -1.2618 -2.1112  0.269
H9 -9.9669 -1.2472 -1.2723  0.273
H10 -9.2825 0.3468 -1.5961  0.407
H11 -7.4778 -0.0524 0.0075  0.143
H12 -9.0775 -0.2984 0.6446  0.148
H13 -7.2034 -5.2409 -2.2920  0.362
H14 -8.2550 -4.8887 -0.9713  0.370
H15 -9.3509 -4.7501 -3.3602  0.425
H16 -9.6470 -3.3155 -2.4445  0.153
H17 -8.2047 -3.2788 -3.4807  0.296
H18 -5.6004 -1.2631 2.1874  0.407
H19 -4.6752 -2.7129 1.8511  0.408
H20 -3.7929 -0.2889 0.4338  -0.021
H21 -3.0764 -0.6243 1.9603  0.427
H22 -2.8817 -1.7872 0.7309  -0.571
C10 5.2569 -2.2274 -3.7398  -0.657
C11 4.0465 -1.5390 -4.3867  0.010
O6 3.6156 -2.2005 -5.5764  -0.408
P2 2.7879 -3.5715 -5.5473  0.520
O7 2.0484 -3.7453 -4.2760  -0.111
O8 1.9694 -3.4457 -6.9048  -0.386
C12 0.9962 -2.4176 -7.0567  0.195
C13 0.4769 -2.3296 -8.4679  -1.348
O9 3.9217 -4.6562 -5.8442  -0.363
C14 3.5020 -5.9843 -6.1206  -0.285
C15 3.4488 -6.8668 -4.8738  -0.902
H23 5.4094 -1.7111 -2.7967  0.206
H24 5.0621 -3.2884 -3.5977  0.363
H25 6.0938 -2.0591 -4.4171  0.183
H26 3.2036 -1.5279 -3.6887  -0.108
H27 4.2323 -0.4953 -4.6355  0.364
H28 0.1048 -2.5991 -6.4486  0.091
H29 1.3720 -1.4553 -6.7038  0.293
H30 1.0715 -1.7052 -9.1344  0.324
H31 0.5838 -3.3485 -8.8589  0.310
H32 -0.5785 -2.0863 -8.5505  0.365
H33 2.5132 -6.0242 -6.5869  0.250
H34 4.2040 -6.3857 -6.8512  0.358
H35 2.6354 -6.6073 -4.1853  0.059
H36 3.2436 -7.9370 -4.9276  0.429
H37 4.3537 -6.6844 -4.2889  0.282
C16 8.1834 -2.0089 -1.9644  -1.166
C17 8.2461 -0.6835 -2.6961  -0.500
O10 6.9947 0.0306 -2.7032  0.249
P3 6.9610 1.6159 -2.6857  0.642
O11 5.6142 2.1838 -2.8100  -0.785
O12 7.9114 1.9605 -3.9259  -0.400
C18 7.8813 3.2462 -4.5850  -0.269
C19 8.9637 4.1335 -3.9576  -0.979
O13 7.7673 2.0329 -1.3555  -0.345
C20 7.1015 2.0897 -0.0836  -0.223
C21 7.2587 0.7643 0.6339  -0.734
H38 9.1717 -2.1824 -1.5341  0.378
H39 7.6205 -1.9669 -1.0261  0.274
H40 7.7545 -2.7858 -2.5884  0.309
H41 9.0527 -0.0808 -2.2776  0.568
H42 8.4785 -0.8905 -3.7418  0.300
H43 7.8807 2.9893 -5.6400  0.372
H44 6.9482 3.7373 -4.2904  0.226
H45 8.7390 5.1710 -4.1976  0.344
H46 9.0742 3.8822 -2.9070  0.240
H47 9.9265 3.8806 -4.4126  0.279
H48 7.6186 2.9110 0.4183  0.343
H49 6.0557 2.4008 -0.0702  0.248
H50 8.2467 0.3099 0.7439  0.325
H51 6.9177 0.8563 1.6678  0.350
H52 6.7183 0.0133 0.0526  0.010
C22 5.9753 3.8066 3.7605  -1.330
C23 5.2379 2.4988 3.6414  0.067
O14 3.8395 2.6085 3.9403  0.038
P4 3.2577 2.8643 5.4106  0.397
O15 3.7982 4.0128 6.1242  -0.757
O16 1.6850 2.8945 4.9810  -0.108
C24 1.2286 3.3147 3.6875  -0.268
C25 0.9666 2.0733 2.8299  -0.695
O17 3.3224 1.4693 6.2046  -0.414
C26 2.5934 0.2674 5.8573  0.383
C27 1.4106 0.2092 6.8853  -1.099
H53 5.9415 4.2177 4.7686  0.432
H54 7.0121 3.6163 3.4756  0.426
H55 5.5513 4.5802 3.1164  0.235
H56 5.3920 2.0858 2.6465  -0.135
H57 5.6698 1.8341 4.3967  0.346
H58 0.2955 3.8713 3.7448  0.503
H59 2.0193 3.8835 3.2042  0.180
H60 0.5312 2.3010 1.8569  0.129
H61 1.8728 1.5265 2.5653  0.169
H62 0.3283 1.4425 3.4516  0.317
H63 2.1270 0.5374 4.9084  -0.300
H64 3.2628 -0.5818 5.9212  0.413
H65 0.5066 -0.2564 6.4952  0.275
H66 1.7334 -0.3929 7.7369  0.337
H67 1.2492 1.2303 7.2096  0.311
C28 -3.7572 2.6484 5.0221  -1.129
C29 -5.2539 2.4030 4.9668  -0.458
O18 -5.6228 1.8424 3.7091  -0.070
P5 -6.6744 2.6588 2.7922  0.836
O19 -6.8170 4.1128 3.0067  -0.865
O20 -6.2009 2.3682 1.3143  -0.198
C30 -4.9785 2.9496 0.8242  0.405
C31 -5.2944 4.3097 0.1576  -1.366
O21 -7.9487 1.7237 2.8942  -0.002
C32 -8.8861 1.9979 3.9263  -0.248
C33 -10.0121 0.9472 3.8614  -1.298
H68 -3.3727 3.0774 4.0952  0.139
H69 -3.4134 3.1297 5.9329  0.414
H70 -3.2875 1.6587 4.9615  0.291
H71 -5.6207 1.6770 5.7035  0.366
H72 -5.8012 3.2907 5.3026  0.437
H73 -4.2999 3.1320 1.6579  -0.076
H74 -4.5891 2.2058 0.1334  0.121
H75 -5.1529 5.0547 0.9413  0.346
H76 -4.5435 4.5388 -0.5997  0.404
H77 -6.3145 4.3856 -0.2054  0.290
H78 -8.3966 1.7119 4.8733  0.205
H79 -9.1703 3.0228 4.1636  0.459
H80 -10.8696 1.3057 3.2871  0.313
H81 -9.6812 -0.0244 3.5075  0.266
H82 -10.4352 0.8318 4.8619  0.422
C34 -2.7875 -4.5553 -1.2520  -0.641
C35 -3.2984 -5.1384 0.0535  0.059
O22 -2.2413 -5.7356 0.8293  -0.452
P6 -0.8408 -5.0603 1.2098  0.482
O23 -0.0696 -5.8525 2.1891  -0.845
O24 -0.0972 -4.7654 -0.1795  0.248
C36 0.4150 -5.7529 -1.1067  -0.153
C37 1.7552 -6.2976 -0.7060  -1.350
O25 -1.2676 -3.5588 1.6260  0.048
C38 -0.5615 -2.8460 2.6576  -0.700
C39 0.5757 -2.0657 2.0004  -0.289
H83 -2.2809 -3.6239 -1.0179  -0.268
H84 -2.1623 -5.1948 -1.8698  0.337
H85 -3.6528 -4.2695 -1.8585  0.450
H86 -3.7097 -4.3133 0.6397  -0.031
H87 -4.0775 -5.8946 -0.0042  0.341
H88 -0.3034 -6.5712 -0.9948  0.443
H89 0.4200 -5.2525 -2.0707  0.113
H90 2.1993 -7.1410 -1.2398  0.387
H91 2.5391 -5.5775 -0.9824  0.269
H92 1.7991 -6.4783 0.3672  0.325
H93 -1.2851 -2.1803 3.1273  0.261
H94 -0.2533 -3.5511 3.4320  0.481
H95 0.1371 -1.2300 1.4548  -0.111
H96 1.0808 -1.5326 2.8210  0.176
H97 1.3875 -2.5905 1.5060  0.329
C40 -0.7175 -1.9971 -2.9369  -0.864
C41 -1.3764 -1.3321 -1.7070  0.306
O26 -1.4848 0.0852 -1.7941  -0.482
P7 -0.8946 1.1185 -0.6863  0.890
O27 -1.8528 1.2794 0.4163  -0.388
O28 -0.6476 2.4229 -1.6028  -0.407
C42 -1.4960 3.5639 -1.3603  -0.447
C43 -0.8420 4.5437 -0.3716  -0.887
O29 0.6321 0.6713 -0.4011  -0.001
C44 1.5340 0.4533 -1.5266  -0.284
C45 2.5971 1.5100 -1.3856  -1.088
H98 -1.1034 -1.8578 -3.9494  0.440
H99 0.2644 -1.5202 -2.9954  -0.111
H100 -0.6181 -3.0751 -2.8282  0.039
H101 -2.4107 -1.6598 -1.6347  0.483
H102 -0.7454 -1.6718 -0.8851  0.037
H103 -1.6028 4.0107 -2.3493  0.397
H104 -2.5216 3.3514 -1.0609  -0.012
H105 0.2353 4.4118 -0.3822  0.282
H106 -1.0788 5.5806 -0.6229  0.564
H107 -1.3456 4.4485 0.5920  0.162
H108 2.0171 -0.5068 -1.3279  0.372
H109 1.0891 0.4345 -2.5201  0.446
H110 3.0948 1.4192 -0.4243  0.209
H111 3.2521 1.4348 -2.2636  0.317
H112 2.2093 2.5210 -1.5244  0.129

No. 2
ORCA calculation (ωB97M-V/def2-TZVPD) on a structure of composition C45H118BeN9O13 at a distorted geometry.

Summary:
Frontier orbital gap ... 6.3 eV
HOMO ... -9.841 eV
ΔE to the lowest compared entry with this formula, charge and spin ... 0.000 eV
Total charge ... +1

Each line ends with the Mulliken charge.
CARTESIAN COORDINATES (ANGSTROEM)
Be1 5.9697 10.0768 -20.1506  0.915
C1 2.6585 13.6642 -19.9763  0.131
C2 3.4348 12.5353 -20.6590  2.463
C3 3.6900 12.9941 -22.1137  0.045
O1 4.5479 12.0612 -19.9760  0.541
H1 1.7522 14.0321 -20.4626  0.096
H2 3.2642 14.5753 -19.9925  -1.203
H3 2.3724 13.3868 -18.9602  0.567
H4 2.6737 11.7464 -20.7623  -1.964
H5 2.7919 13.5397 -22.4087  0.038
H6 3.8253 12.1686 -22.8170  -0.189
H7 4.5559 13.6515 -22.2307  -0.738
C4 3.9608 8.8108 -22.9359  -0.811
O2 5.0777 9.4831 -22.3179  0.376
C5 5.9436 9.9395 -23.3225  -2.364
C6 6.7305 11.1793 -22.9357  1.572
N1 7.6042 10.8050 -21.8197  -0.149
C7 8.2483 11.9847 -21.2436  -0.198
C8 8.7024 11.6245 -19.8443  -1.100
O3 7.5383 11.3634 -19.0435  0.211
C9 7.8345 11.5112 -17.6483  -1.025
H8 3.1970 8.5024 -22.2246  -0.070
H9 4.3883 7.9796 -23.4970  0.346
H10 3.4221 9.5139 -23.5743  0.350
H11 5.5051 10.2004 -24.2875  0.996
H12 6.6809 9.1635 -23.5622  0.432
H13 6.0606 11.9991 -22.6770  -1.126
H14 7.3647 11.5435 -23.7480  0.550
H15 8.2811 10.1556 -22.2029  0.306
H16 7.5703 12.8371 -21.2493  0.166
H17 9.1275 12.3135 -21.8028  0.394
H18 9.2060 12.5222 -19.4785  0.519
H19 9.4473 10.8252 -19.8390  0.380
H20 8.3413 12.4235 -17.3349  0.375
H21 8.3791 10.6226 -17.3258  0.285
H22 6.8574 11.5489 -17.1675  0.154
C10 9.1233 14.4689 -24.0440  -0.752
O4 8.2565 15.1610 -23.2113  -0.003
C11 8.1863 16.5701 -23.3334  -0.846
C12 7.1924 17.0724 -22.3253  -0.440
N2 5.8173 16.7767 -22.7509  0.234
C13 4.7908 16.9054 -21.7068  0.255
C14 3.3934 16.8018 -22.2930  0.531
O5 2.8064 17.9467 -22.8602  -0.545
C15 3.4632 18.4467 -24.0103  -0.820
H23 8.9590 13.3985 -23.9182  0.077
H24 10.1941 14.6669 -23.9397  0.318
H25 8.8473 14.6764 -25.0847  0.305
H26 7.9690 16.8237 -24.3764  0.374
H27 9.1647 17.0355 -23.1736  0.454
H28 7.3329 18.1301 -22.0981  0.432
H29 7.3250 16.5692 -21.3596  0.129
H30 5.7518 15.8317 -23.1051  -0.203
H31 4.8989 17.8557 -21.1822  0.824
H32 4.9137 16.0617 -21.0204  -0.706
H33 2.8006 16.5586 -21.4077  -0.477
H34 3.3146 16.0180 -23.0547  0.175
H35 3.8489 17.6265 -24.6237  0.198
H36 4.3689 18.9662 -23.6900  0.292
H37 2.7726 19.0617 -24.5818  0.244
C16 -2.6530 19.5908 -26.6060  -0.791
O6 -1.3355 19.2813 -26.2668  -0.289
C17 -0.5196 19.0902 -27.3843  -0.767
C18 0.6505 18.1944 -27.1109  0.056
N3 0.2403 16.9089 -26.5510  -0.381
C19 1.2700 16.0280 -26.0379  0.058
C20 0.7044 14.7868 -25.3425  0.133
O7 -0.2817 14.9766 -24.3499  -0.482
C21 0.1424 15.6208 -23.1607  -0.316
H38 -2.7657 20.5459 -27.1328  0.317
H39 -3.2702 19.7663 -25.7249  0.248
H40 -3.1056 18.8246 -27.2402  0.338
H41 -0.1784 20.0733 -27.7257  0.444
H42 -1.0582 18.6387 -28.2248  0.415
H43 1.3047 18.6373 -26.3470  -0.230
H44 1.2837 18.0359 -27.9848  0.343
H45 -0.4786 17.0298 -25.8491  0.317
H46 2.0147 16.6304 -25.5049  -0.530
H47 1.7989 15.6626 -26.9250  0.431
H48 1.5546 14.3259 -24.8195  -0.117
H49 0.3310 14.0151 -26.0134  0.312
H50 0.9689 15.0049 -22.7874  -0.155
H51 -0.6916 15.6106 -22.4615  0.253
H52 0.5427 16.6362 -23.2161  0.417
C22 3.3021 9.4705 -16.3618  -1.385
C23 4.1697 9.0554 -17.5204  -0.004
C24 3.3577 8.8513 -18.8308  0.011
O8 4.1812 8.4072 -19.9120  0.306
C25 4.3989 7.0282 -19.9631  -1.124
N4 5.2407 10.0223 -17.7133  -0.200
H53 2.5197 8.7483 -16.1263  0.389
H54 2.8686 10.4557 -16.5462  0.175
H55 3.8756 9.5909 -15.4402  0.459
H56 4.7141 8.1448 -17.2563  0.400
H57 3.0074 9.8166 -19.1966  -0.803
H58 2.5732 8.1232 -18.6249  0.723
H59 4.7858 6.5652 -19.0518  0.322
H60 5.1058 6.7381 -20.7417  0.261
H61 3.4654 6.5226 -20.2259  0.283
H62 5.7183 10.0562 -16.8175  0.428
H63 4.8237 10.9531 -17.7654  -0.083
C26 6.4668 16.6376 -17.5517  -1.581
C27 5.9981 15.1970 -17.5253  0.212
C28 4.4638 15.1716 -17.4853  0.647
O9 3.9259 15.8664 -16.3640  -0.510
C29 2.5218 15.6965 -16.2413  -0.287
N5 6.5245 14.5214 -18.6967  -0.243
H64 7.5377 16.8106 -17.6619  0.409
H65 6.1644 17.0884 -16.6069  0.405
H66 6.0035 17.0993 -18.4278  0.233
H67 6.4330 14.8079 -16.6010  0.382
H68 4.0969 14.1434 -17.4142  0.009
H69 4.0674 15.7202 -18.3456  -0.181
H70 1.9981 15.9459 -17.1655  -0.083
H71 2.0786 16.2085 -15.3899  0.322
H72 2.2992 14.6414 -16.0424  0.265
H73 6.2672 15.0488 -19.5205  -0.190
H74 6.1504 13.5870 -18.8334  -0.104
C30 -1.2713 17.9567 -15.3535  -1.338
C31 -0.7961 18.8994 -16.4300  0.650
C32 -0.9807 18.3134 -17.8078  -0.837
O10 0.0544 17.3503 -18.0128  -0.132
C33 0.3295 16.9300 -19.3361  -0.489
N6 -1.5373 20.1629 -16.2536  -0.696
H75 -0.7667 17.0022 -15.5153  0.273
H76 -2.3433 17.7541 -15.3265  0.375
H77 -1.0036 18.3675 -14.3800  0.352
H78 0.2475 19.1565 -16.2456  0.205
H79 -0.8458 19.1255 -18.5316  0.331
H80 -1.9550 17.8694 -18.0304  0.281
H81 1.1820 16.2493 -19.3057  -0.361
H82 0.7500 17.8078 -19.8367  0.439
H83 -0.5286 16.4596 -19.8181  0.354
H84 -2.5279 19.9595 -16.2895  0.254
H85 -1.2913 20.8744 -16.9281  0.245
C34 7.2504 10.8106 -28.8716  -1.556
C35 7.2375 11.2209 -27.4086  0.597
C36 6.3221 12.4527 -27.1271  -1.056
O11 6.5829 12.9046 -25.8208  0.148
C37 5.9602 14.1240 -25.4818  -0.494
N7 6.7776 10.0910 -26.5965  -0.771
H86 6.2659 10.7004 -29.3285  0.328
H87 7.8176 9.8983 -29.0556  0.392
H88 7.7319 11.6018 -29.4515  0.383
H89 8.2749 11.4670 -27.1617  0.183
H90 5.2794 12.1445 -27.2426  0.422
H91 6.6112 13.2651 -27.7994  0.369
H92 6.3053 15.0282 -25.9861  0.295
H93 5.9610 14.1944 -24.3956  -0.281
H94 4.9152 13.9423 -25.7610  0.495
H95 7.5015 9.3829 -26.6333  0.238
H96 6.7580 10.4704 -25.6578  0.124
C38 -0.7918 11.3641 -25.1007  -1.768
C39 0.4751 11.2177 -24.3035  1.980
C40 0.1870 10.6010 -22.8864  -0.188
O12 -0.8999 11.2945 -22.2646  -0.504
C41 -0.5161 12.5377 -21.7501  -0.113
N8 1.4364 10.3142 -24.9481  -0.511
H97 -1.2780 10.3903 -25.1775  0.438
H98 -0.6175 11.8458 -26.0632  0.496
H99 -1.4503 12.0356 -24.5465  0.304
H100 0.9465 12.1979 -24.2003  -1.331
H101 1.0197 10.6565 -22.1787  -0.372
H102 -0.0884 9.5461 -22.9415  0.551
H103 -0.1657 13.2638 -22.4916  0.261
H104 0.3231 12.5595 -21.0447  -0.361
H105 -1.3210 13.0111 -21.1876  0.547
H106 1.4376 10.6929 -25.8905  0.304
H107 0.9472 9.4248 -24.9932  0.316
C42 0.2917 11.0578 -18.3481  -0.422
C43 -0.9889 10.1999 -18.3885  0.496
C44 -0.7356 8.7400 -17.9969  -0.993
O13 0.1717 8.0406 -18.8356  -0.294
C45 -0.0220 8.0396 -20.2385  -0.517
N9 -1.9533 10.8087 -17.4621  -0.769
H108 0.1119 12.0901 -18.6578  0.391
H109 0.9640 10.7345 -19.1473  -0.556
H110 0.7840 11.0715 -17.3770  0.522
H111 -1.3926 10.2897 -19.4013  0.194
H112 -1.7380 8.3172 -18.1330  0.424
H113 -0.3805 8.6367 -16.9743  0.267
H114 0.6638 7.3566 -20.7386  0.269
H115 0.1745 9.0547 -20.5881  0.032
H116 -1.0386 7.7084 -20.4629  0.418
H117 -2.2186 11.7150 -17.8262  0.268
H118 -2.8000 10.2499 -17.4588  0.289